The following is a DFT calculation (the ωB97M-V functional and the def2-TZVPD basis) of a structure of composition CdI3.

The geometry in XYZ format:
```
4
Properties=species:S:1:pos:R:3
Cd 0.302 -0.411 0.002
I -1.942 -1.307 -1.345
I -0.062 0.204 2.598
I 1.702 1.514 -1.254
```

Total charge ... -1

Charges in e, computed with natural (NBO), in the same order as the atoms: atom 1 (Cd): 1.27, atom 2 (I): -0.76, atom 3 (I): -0.75, atom 4 (I): -0.75

***

The following is a DFT calculation (the ωB97M-V functional and the def2-TZVPD basis) of a structure of composition C35H34F12KN3O2.

The geometry in XYZ format:
```
87
Properties=species:S:1:pos:R:3
F -0.402 -2.152 -4.547
C 0.923 -3.920 0.666
C 0.875 4.292 -5.004
O -0.588 -0.065 1.922
H -3.885 1.744 2.868
N 2.217 2.460 -0.774
C 0.596 -4.710 -0.579
C 1.845 -1.545 4.126
H -1.526 3.572 -1.076
C -1.845 0.768 3.704
H 0.265 5.190 -5.126
H 1.457 -5.292 -0.909
H -1.272 -3.866 4.065
H -5.585 2.325 -0.963
F 2.701 0.407 -3.461
H 4.415 -1.841 1.129
H 2.855 -1.146 4.122
F -2.801 -0.197 3.747
C -0.006 -3.789 1.697
H 3.358 -4.422 -0.638
C -0.429 3.951 -2.865
C -0.766 1.717 -1.860
F 1.757 -0.482 -5.191
H -0.166 -2.818 4.941
H -5.941 3.123 2.593
N 2.083 1.151 -0.617
C -0.479 2.324 2.282
C 0.301 3.411 -3.920
H 3.452 -0.395 -0.490
H 2.549 -3.018 -1.349
F 0.072 2.659 1.102
C -0.704 -0.890 -4.133
C -0.951 3.137 -1.885
C 3.072 -3.382 -0.461
H -1.710 -4.390 0.515
C -4.734 2.065 -0.338
K 0.084 -0.757 0.024
C 0.497 2.035 -3.915
C 0.337 -3.081 2.854
C -2.378 1.359 -0.170
C -2.528 1.333 1.255
H 1.039 1.622 -4.756
C -6.146 2.471 1.740
H -0.222 -5.409 -0.418
H 1.151 -0.702 4.110
C -1.334 0.988 2.196
F -2.360 1.816 4.424
F -1.922 -0.957 -3.559
H 3.511 -0.624 2.021
C 2.472 -2.490 1.867
C 0.037 1.176 -2.920
C -0.657 -2.970 3.981
O 0.332 -1.163 -2.046
F -0.875 -0.162 -5.277
C 4.263 1.704 -0.685
H -2.118 -3.712 2.075
H -6.677 1.592 2.121
H -0.587 5.027 -2.819
C -3.754 1.711 1.798
H 3.988 -2.810 -0.365
C -4.863 2.083 1.046
F -0.833 0.305 4.479
H 1.896 4.616 -4.766
H 1.704 -2.082 5.066
H -1.476 -5.360 1.979
H 0.911 3.766 -5.961
C 3.507 2.848 -0.823
C 1.777 -0.515 -3.817
N -1.248 1.008 -0.828
C 0.348 -0.347 -3.080
C 1.562 -2.419 2.931
F 0.555 2.223 3.158
C 3.753 -1.687 1.973
H 3.796 3.877 -0.958
C -3.536 1.713 -0.915
H -6.819 2.999 1.060
H 5.336 1.621 -0.668
F -1.196 3.419 2.672
H 1.380 3.019 -0.883
H -3.439 1.694 -1.995
C 2.162 -3.264 0.742
F 2.330 -1.711 -3.513
H 0.326 -4.030 -1.395
C 3.311 0.671 -0.562
C -1.404 -4.351 1.559
H 4.316 -1.956 2.869
H -1.311 -2.112 3.805
```

Total charge ... -2

Mulliken atomic charge list, values in e, 6 entries: atom 1 (F): -0.30, atom 2 (C): 1.10, atom 3 (C): -1.64, atom 4 (O): -0.66, atom 5 (H): 0.39, atom 6 (N): 0.17

***

no.,gap between HOMO and LUMO (eV)
1,8.31
2,4.61